# 1
52
Properties=species:S:1:pos:R:3:forces:R:3 method="wB97M-V/def2-TZVPD" s2=2.0067 gap_ha="0.264 / 0.302" e_above_lowest_kj_mol=21.1 homo_energy_ev="-7.034 / -8.554" multiplicity=3
Pt 0.113506 -0.326838 -0.507685 -0.10 -0.34 -0.66
N -2.132389 -0.783227 -0.423741 -0.01 0.11 0.11
C -2.525209 -0.226560 0.886248 -0.10 0.05 -0.25
C -1.518443 -0.596549 1.964940 0.35 -0.24 0.12
O -1.927610 -0.827610 3.088148 0.17 0.08 -0.03
O -0.275007 -0.642063 1.584466 -0.32 0.10 0.43
H -2.672337 -0.384815 -1.180140 0.00 0.04 -0.02
H -2.254154 -1.788573 -0.438791 -0.04 -0.05 0.00
H -3.509430 -0.552107 1.214181 -0.07 -0.03 -0.04
H -2.521881 0.859467 0.798893 -0.03 0.06 -0.04
C 1.867858 -4.962247 -0.541301 0.04 -0.08 -0.02
C 1.262450 -4.463226 -1.684286 -0.01 -0.05 -0.01
C 0.620752 -3.241834 -1.614626 -0.01 0.03 0.06
N 0.554680 -2.524975 -0.488673 0.18 -0.04 0.24
C 1.127938 -3.015003 0.620898 -0.10 -0.07 -0.15
C 1.794586 -4.228620 0.629982 -0.01 0.00 0.02
H 2.388883 -5.912348 -0.565948 -0.03 0.05 0.00
H 1.289228 -5.006003 -2.618718 0.00 0.01 0.00
H 0.145041 -2.807358 -2.484292 0.01 0.03 -0.02
H 1.021109 -2.405330 1.507921 0.03 0.05 0.00
H 2.250563 -4.582570 1.544917 -0.03 0.02 -0.02
C 0.372171 1.670375 -0.853666 0.02 -0.14 0.32
H -0.324991 2.349780 -0.362585 0.03 0.05 -0.03
H 0.458484 1.919910 -1.913309 -0.03 -0.02 0.00
C 4.577334 1.375882 3.007730 -0.04 0.00 -0.02
C 3.796830 2.585788 3.513596 0.00 -0.06 -0.05
C 3.024938 3.318349 2.415430 -0.06 -0.12 -0.01
C 1.875580 2.482823 1.807532 0.15 0.08 0.12
Ge 2.127265 1.660362 0.045950 0.00 0.13 -0.08
C 3.394978 2.465157 -1.220337 0.15 0.09 0.03
C 4.899033 2.347398 -0.944983 -0.08 -0.05 -0.05
C 5.409100 0.906194 -0.869694 -0.03 0.06 -0.05
C 5.117216 0.099394 -2.132131 0.01 0.00 0.00
H 5.099459 0.867612 3.821679 -0.03 0.03 -0.04
H 5.325417 1.680768 2.270809 -0.01 -0.03 -0.02
H 3.916225 0.644827 2.532806 0.03 0.04 0.01
H 4.485238 3.285471 3.995428 0.01 0.00 0.00
H 3.087816 2.265934 4.283484 0.01 0.01 0.00
H 3.730932 3.646282 1.643480 -0.04 -0.01 0.01
H 2.609889 4.234010 2.842067 -0.01 0.01 0.02
H 0.982547 3.098745 1.691175 0.00 0.05 0.01
H 1.589845 1.666633 2.479728 0.00 0.09 0.01
H 2.640019 0.198724 0.280102 -0.08 0.00 -0.01
H 3.100994 3.513039 -1.332138 0.06 0.00 0.00
H 3.150404 1.982868 -2.172766 0.02 0.08 0.01
H 5.156715 2.871014 -0.019673 -0.02 -0.03 -0.01
H 5.443348 2.860873 -1.745636 0.02 0.02 0.00
H 4.958405 0.401305 -0.014247 0.00 -0.03 0.08
H 6.486632 0.923139 -0.685571 0.00 0.02 -0.02
H 4.050463 -0.116077 -2.230721 0.04 0.01 0.00
H 5.644413 -0.856404 -2.119934 -0.02 0.02 0.01
H 5.431886 0.643756 -3.027607 0.00 -0.02 0.03


# 2
25
Properties=species:S:1:pos:R:3:forces:R:3 method="wB97M-V/def2-TZVPD" gap_ha=0.332 e_above_lowest_kj_mol=737.8 homo_energy_ev=-12.693 smiles="C=C=N[C@@H]1[NH+]=CC=C(OC)N1OC" charge=+1
C -2.697218 0.339863 1.395731 -1.69 0.49 1.00
C -2.252234 -0.737022 0.868525 1.02 -1.46 0.36
N -1.775142 -1.773169 0.475871 0.36 -1.11 -0.38
C -0.387206 -1.900509 0.069499 -0.08 1.64 -1.21
N 0.405666 -2.450716 1.100549 -0.15 -0.63 -0.17
C 0.597357 -1.693642 2.179750 -0.23 2.98 -0.13
C 0.457520 -0.309394 2.076834 -0.62 -4.12 -4.47
C 0.208129 0.328442 0.780811 1.17 -2.65 0.26
O 0.241245 1.577187 0.717073 0.25 1.87 0.48
C 0.073059 2.439232 -0.467079 3.13 0.58 2.00
N 0.183420 -0.553176 -0.247452 -0.04 -0.09 -1.42
O 0.170003 -0.198151 -1.643279 -0.13 -0.66 0.97
C 1.552530 -0.276052 -2.220614 -1.31 0.76 -0.38
H -3.548342 0.653874 0.852544 -0.68 1.29 -0.67
H -2.813929 0.404386 2.476740 0.57 0.19 -0.17
H -0.334548 -2.481406 -0.845000 0.09 -0.05 0.02
H 0.625707 -3.420394 1.023743 0.08 -0.47 0.43
H 0.791174 -2.094571 3.151736 0.41 -0.58 0.17
H 0.458936 0.244675 2.876399 0.10 3.07 4.19
H 1.162914 2.561334 -0.824771 -1.93 0.48 0.37
H -0.417325 3.327461 -0.036842 0.43 -0.35 -0.70
H -0.450591 1.870289 -1.128102 -1.75 -0.84 -2.12
H 1.989343 0.566582 -1.670944 1.01 -0.59 -0.60
H 1.459049 -0.048041 -3.362511 -0.02 -0.48 2.30
H 1.968571 -1.281026 -2.024862 0.00 0.72 -0.12


# 3
16
Properties=species:S:1:pos:R:3:forces:R:3 method="wB97M-V/def2-TZVPD" gap_ha=0.256 e_above_lowest_kj_mol=297.8 homo_energy_ev=-7.852
C 0.136832 -1.710948 0.634343 0.36 -0.85 4.04
C 0.187511 -1.527174 -0.775578 1.05 2.15 -2.43
C 0.141810 -0.281068 0.135396 4.01 -0.87 0.20
C -0.881258 1.965294 -0.277306 0.07 1.40 -0.15
C -0.939316 0.650494 0.529998 -0.22 0.13 -1.22
O 3.261042 -0.277415 -0.614437 0.33 -0.52 -0.38
P 2.513890 0.679231 0.195099 -3.07 -0.58 0.32
H -0.793181 -1.931653 1.223590 0.74 -0.12 -0.95
H 1.035553 -2.238267 1.113508 -1.26 1.05 -0.58
H 1.270597 -1.628925 -1.155626 -2.01 -0.13 -0.03
H -0.664365 -1.636734 -1.454153 0.48 -0.40 0.12
H -0.691914 1.821157 -1.392060 -0.32 -0.14 1.47
H -0.014890 2.575351 0.110789 -0.80 -0.45 -0.46
H -1.810110 2.630369 -0.179229 1.23 -1.06 -0.01
H -1.875832 0.145900 0.290094 -0.37 -0.07 0.19
H -0.876367 0.764392 1.615566 -0.22 0.45 -0.14


# 4
61
Properties=species:S:1:pos:R:3:forces:R:3 method="wB97M-V/def2-TZVPD" gap_ha="0.149 / 0.148" e_above_lowest_kj_mol=383.5 homo_energy_ev="-7.558 / -7.545" charge=+1
C 0.095070 2.161541 0.262723 -1.09 0.46 -0.35
C 0.321632 2.391580 -1.133295 -0.53 0.76 1.43
C -0.892473 2.179983 -1.810325 -0.70 0.63 0.33
H 1.280800 2.582092 -1.587058 -0.06 0.24 -0.04
C -1.906727 1.757020 -0.889110 0.61 1.52 0.53
C -1.289528 1.732048 0.424685 -0.58 1.47 0.06
H -1.783013 1.299104 1.319643 0.53 0.73 -0.59
H 0.866753 2.153167 1.024187 -0.18 0.11 -0.19
H -0.992929 2.257220 -2.869369 -0.23 0.05 -0.37
H -2.904724 1.418844 -1.172327 0.29 0.32 0.27
Lu -0.324984 0.136182 -0.799564 1.92 -4.38 -0.30
C 2.135209 -3.573026 -3.087204 3.86 -2.71 0.40
H 2.703552 -2.772303 -2.514980 -0.55 -0.78 -0.35
H 1.145939 -3.987853 -2.677546 1.04 -0.49 -0.57
H 2.796597 -4.502549 -2.708398 -1.00 1.25 -0.65
Si 0.271454 -0.464396 -3.291177 1.62 -2.16 -0.45
C 1.454734 -0.858115 -4.710428 0.95 0.45 -0.91
C 2.468730 0.074346 -5.047273 -0.21 -0.30 -0.27
H 2.688497 0.910714 -4.364539 -0.18 -0.39 -0.44
C 3.147148 -0.003701 -6.272949 0.77 0.18 -0.06
H 3.895633 0.760748 -6.534750 -0.48 -0.30 0.21
C 2.966622 -1.070712 -7.155676 -0.46 -0.04 0.34
H 3.479297 -1.132518 -8.125180 -0.09 0.09 0.63
C 2.061493 -2.070427 -6.782691 0.03 -0.39 0.13
H 2.004814 -2.996158 -7.386465 -0.27 0.74 0.28
C 1.292342 -1.945894 -5.613726 0.17 0.32 -0.21
H 0.521072 -2.708920 -5.436822 0.28 0.35 0.09
C -1.267233 0.008696 -4.200014 -1.03 0.14 -0.85
C -1.029498 0.416014 -5.532650 -0.77 0.02 -0.62
H -0.059735 0.221284 -5.999685 -0.48 0.23 0.21
C -2.029214 1.006711 -6.316518 0.15 0.20 0.74
H -1.816597 1.231350 -7.366801 -0.15 0.13 0.46
C -3.255515 1.346250 -5.720895 0.01 -0.61 0.05
H -3.971005 1.949699 -6.278868 0.02 -0.31 0.15
C -3.578056 0.835679 -4.448218 0.70 0.08 0.13
H -4.582441 0.990169 -4.032308 0.49 -0.06 -0.19
C -2.590165 0.154832 -3.698435 0.10 0.05 -0.86
H -2.850628 -0.317438 -2.744040 -0.04 0.30 -0.19
H 2.341739 -3.436908 -4.185517 -0.83 -0.34 1.23
H 1.278209 -2.833890 -2.865719 -3.07 3.57 0.06
N -0.290972 -2.466483 2.724793 -0.20 -1.05 -0.20
C 0.182265 -1.453604 3.572204 -0.76 -0.33 -0.16
C 0.287443 -1.455660 4.959843 0.37 0.32 0.58
C 0.591864 -0.230503 5.579109 0.04 -0.18 -0.49
C 0.659597 0.958256 4.813223 -0.15 -0.48 -0.75
C 0.459476 0.918668 3.415334 0.26 0.44 0.40
C 0.317430 -0.312137 2.766368 -0.46 -0.75 0.07
N 0.057286 -0.677502 1.418651 -0.68 -1.90 -0.07
C -0.345369 -1.991537 1.450135 0.58 1.97 1.34
C -0.869993 -2.731410 0.305074 -1.34 -0.83 -1.85
C -1.211831 -4.066498 0.217959 0.07 0.23 0.58
S -1.920137 -4.496571 -1.335959 1.57 1.65 0.72
C -1.499977 -2.878907 -1.896655 0.19 0.37 1.15
N -1.114704 -2.047726 -0.903542 0.03 -1.83 0.05
H -0.680454 -3.384221 3.029371 0.66 1.28 -0.37
H 0.155255 -2.384636 5.536518 0.08 0.60 -0.29
H 0.764869 -0.171109 6.660436 -0.19 -0.15 -0.52
H 0.862097 1.916909 5.313115 -0.27 -0.54 -0.35
H 0.331949 1.833072 2.842109 0.36 -0.09 0.32
H -1.043733 -4.778533 1.023362 -0.22 -0.07 -0.43
H -1.426836 -2.618434 -2.981068 -0.47 0.23 0.99


# 5
7
Properties=species:S:1:pos:R:3:forces:R:3 method="wB97M-V/def2-TZVPD" gap_ha=0.092 e_above_lowest_kj_mol=256.1 homo_energy_ev=-3.289 charge=-1
O 0.115515 -0.497211 0.921159 0.88 -0.17 -2.24
O 2.138484 -1.498398 0.293716 3.16 -1.25 0.48
O 0.898414 1.106109 -0.760925 1.63 -1.93 -1.40
P -0.072102 1.213381 0.383707 -2.83 0.52 1.98
S 0.991664 -1.040842 -0.330690 -3.72 2.65 1.09
Cl -8.397597 -0.665596 0.120310 0.00 -0.01 0.00
Cl -2.056026 0.858359 -0.398967 0.88 0.20 0.09


Repeat the fifth record exactly.
7
Properties=species:S:1:pos:R:3:forces:R:3 method="wB97M-V/def2-TZVPD" gap_ha=0.092 e_above_lowest_kj_mol=256.1 homo_energy_ev=-3.289 charge=-1
O 0.115515 -0.497211 0.921159 0.88 -0.17 -2.24
O 2.138484 -1.498398 0.293716 3.16 -1.25 0.48
O 0.898414 1.106109 -0.760925 1.63 -1.93 -1.40
P -0.072102 1.213381 0.383707 -2.83 0.52 1.98
S 0.991664 -1.040842 -0.330690 -3.72 2.65 1.09
Cl -8.397597 -0.665596 0.120310 0.00 -0.01 0.00
Cl -2.056026 0.858359 -0.398967 0.88 0.20 0.09


Please write out number 2 again, unchanged.
25
Properties=species:S:1:pos:R:3:forces:R:3 method="wB97M-V/def2-TZVPD" gap_ha=0.332 e_above_lowest_kj_mol=737.8 homo_energy_ev=-12.693 smiles="C=C=N[C@@H]1[NH+]=CC=C(OC)N1OC" charge=+1
C -2.697218 0.339863 1.395731 -1.69 0.49 1.00
C -2.252234 -0.737022 0.868525 1.02 -1.46 0.36
N -1.775142 -1.773169 0.475871 0.36 -1.11 -0.38
C -0.387206 -1.900509 0.069499 -0.08 1.64 -1.21
N 0.405666 -2.450716 1.100549 -0.15 -0.63 -0.17
C 0.597357 -1.693642 2.179750 -0.23 2.98 -0.13
C 0.457520 -0.309394 2.076834 -0.62 -4.12 -4.47
C 0.208129 0.328442 0.780811 1.17 -2.65 0.26
O 0.241245 1.577187 0.717073 0.25 1.87 0.48
C 0.073059 2.439232 -0.467079 3.13 0.58 2.00
N 0.183420 -0.553176 -0.247452 -0.04 -0.09 -1.42
O 0.170003 -0.198151 -1.643279 -0.13 -0.66 0.97
C 1.552530 -0.276052 -2.220614 -1.31 0.76 -0.38
H -3.548342 0.653874 0.852544 -0.68 1.29 -0.67
H -2.813929 0.404386 2.476740 0.57 0.19 -0.17
H -0.334548 -2.481406 -0.845000 0.09 -0.05 0.02
H 0.625707 -3.420394 1.023743 0.08 -0.47 0.43
H 0.791174 -2.094571 3.151736 0.41 -0.58 0.17
H 0.458936 0.244675 2.876399 0.10 3.07 4.19
H 1.162914 2.561334 -0.824771 -1.93 0.48 0.37
H -0.417325 3.327461 -0.036842 0.43 -0.35 -0.70
H -0.450591 1.870289 -1.128102 -1.75 -0.84 -2.12
H 1.989343 0.566582 -1.670944 1.01 -0.59 -0.60
H 1.459049 -0.048041 -3.362511 -0.02 -0.48 2.30
H 1.968571 -1.281026 -2.024862 0.00 0.72 -0.12